Entry from the OMol25 dataset: a structure of composition C6H16Cl2N3OP (wB97M-V/def2-TZVPD).

frontier orbital gap: 5.3 eV
HOMO level: -7.87 eV
energy above the lowest of the compared OMol25 structures with the same formula, charge and spin: 13.9 kcal/mol

```
29
C6H16Cl2N3OP, DFT wB97M-V/def2-TZVPD
C -0.39966 2.67045 0.67502
C -2.50111 1.62252 -0.24065
C -0.63590 -2.26435 0.32184
C -1.05819 -0.85019 -1.85033
C -0.96163 1.59439 -0.24780
C -1.24974 -0.95928 -0.30244
N 2.38244 -1.04956 1.91198
N -0.77108 0.23990 0.33737
N 3.50771 0.34593 -0.03784
O 2.86280 -2.15231 -0.44715
P 2.28462 -0.97503 0.24471
Cl 3.49777 0.40407 -1.73994
Cl 5.01385 -0.03617 0.50918
H -0.78258 2.50445 1.65273
H 0.59986 2.29015 0.82921
H -0.32775 3.75536 0.52674
H -2.85569 1.42926 -1.22574
H -2.80540 2.57985 0.14494
H -2.83668 0.79214 0.39792
H 0.38876 -2.27957 0.09718
H -0.64522 -2.23590 1.43256
H -1.15262 -3.16787 -0.07009
H -1.76161 -0.39431 -2.45506
H -1.06125 -1.85300 -2.08664
H -0.07617 -0.38398 -2.00926
H -0.57960 1.74041 -1.23608
H -2.35288 -1.09703 -0.01487
H 1.97578 -0.28497 2.60995
H 2.30117 -1.98538 2.27256
```

***

Entry from the OMol25 dataset: a structure of composition C6H16F6FeN8O10S2 (wB97M-V/def2-TZVPD).

expectation value of S²: 20.01
frontier orbital gap (alpha / beta): 3.0 / 6.6 eV
HOMO level (alpha / beta): -3.07 / -9.44 eV
energy above the lowest of the compared OMol25 structures with the same formula, charge and spin: 5.1 kcal/mol
2S+1: 9

```
49
C6H16F6FeN8O10S2, DFT wB97M-V/def2-TZVPD
Fe -0.22781 0.33366 -0.26007
C 4.12913 0.25653 0.16365
F 4.00320 -1.06282 0.16921
F 3.86071 0.71664 1.38986
F 5.38005 0.59806 -0.13812
S 2.98923 0.99243 -1.09333
O 3.03731 0.07623 -2.21781
O 1.70532 0.90841 -0.37789
O 3.47290 2.31190 -1.33459
C -4.47256 -0.62444 0.37073
F -5.44493 0.26120 0.14670
F -3.84351 -0.26296 1.49579
F -5.02566 -1.81441 0.56137
S -3.30844 -0.64659 -1.09107
O -2.05523 -0.27298 -0.39220
O -3.30065 -1.98084 -1.60045
O -3.79315 0.38074 -1.96825
C -1.34020 2.37165 1.86726
O -1.04555 1.77737 0.81282
N -1.52785 3.72159 1.82356
N -1.56329 1.73277 3.03219
H -1.93101 4.18670 2.61377
H -1.37425 4.10402 0.90904
H -2.09325 2.19046 3.75166
H -1.40139 0.74220 3.09114
C 1.11980 -2.54036 -0.94712
O 0.41213 -1.44360 -0.91760
N 0.71271 -3.72996 -0.29152
N 2.30154 -2.69056 -1.67884
H 0.03630 -3.57195 0.51777
H 0.81688 -4.67782 -0.76461
H 2.73845 -1.86241 -2.05590
H 2.69944 -3.60986 -1.72420
C -0.15236 1.30897 -3.24828
O -0.42518 0.98090 -2.08086
N -0.80154 2.38147 -3.80515
N 0.80800 0.72310 -3.97836
H -1.62509 2.63899 -3.28520
H -0.83583 2.45720 -4.80688
H 1.39833 0.00572 -3.58877
H 0.81043 0.87819 -4.97015
C 0.50612 -0.82268 2.81770
O 0.38928 -0.41280 1.64298
N 1.38189 -0.19071 3.66908
N -0.01780 -2.00791 3.21309
H 1.87122 0.61555 3.32478
H 1.36659 -0.46129 4.63328
H -0.40714 -2.59633 2.45238
H 0.06671 -2.36936 4.14742
```

***

Entry from the OMol25 dataset: a structure of composition C6H16HgN3 (wB97M-V/def2-TZVPD).

frontier orbital gap (alpha / beta): 2.3 / 2.2 eV
HOMO level (alpha / beta): 0.49 / 0.54 eV
total charge: -1

```
26
C6H16HgN3, DFT wB97M-V/def2-TZVPD
C -1.09106 -0.87504 -1.68654
Hg -0.30590 0.21407 0.13854
N 1.56100 0.94043 -1.47582
H -1.38356 -0.65947 1.21487
H -1.79915 -0.17272 -0.80126
H -2.04182 -1.32330 -1.45706
H -0.36346 -1.73937 -1.81848
H -1.12510 -0.30092 -2.59918
H 2.43890 0.52435 -1.14509
H 1.54508 1.94632 -1.28380
H 1.38519 0.74540 -2.44176
C 4.66283 1.11098 2.85902
C 3.24011 1.24702 2.53874
C 2.23185 1.95224 3.17307
C 1.03337 1.72819 2.47798
N 1.31898 0.98897 1.39006
N 2.65646 0.65116 1.45321
C -0.32768 2.21294 2.80934
H 5.11133 2.11304 2.83927
H 4.76770 0.70720 3.87561
H 5.20271 0.46340 2.16360
H 2.32150 2.58216 4.07421
H 3.07951 -0.02681 0.86066
H -0.63958 1.96260 3.83760
H -0.34769 3.31439 2.77101
H -1.13902 1.85178 2.16992
```

***

Entry from the OMol25 dataset: the ion C6H16N with charge +1 (wB97M-V/def2-TZVPD).

frontier orbital gap: 11.0 eV
HOMO level: -14.68 eV
energy above the lowest of the compared OMol25 structures with the same formula, charge and spin: 12.4 kcal/mol
total charge: +1
structure (SMILES): CCCCCC[NH3+]

```
23
C6H16N, DFT wB97M-V/def2-TZVPD
C -2.88058 -0.34244 -0.87370
C -1.89901 -1.24079 -0.09887
C -0.62639 -0.52029 0.33223
C 0.27962 -0.12194 -0.82261
C 1.02617 1.18245 -0.55247
C 1.71516 1.24690 0.79525
N 2.51646 -0.06882 1.06971
H -3.84793 -0.83891 -0.84070
H -3.09922 0.61518 -0.39471
H -2.60314 -0.22108 -1.91828
H -1.68068 -2.08243 -0.76188
H -2.40910 -1.59405 0.78693
H -0.94251 0.36316 0.91530
H -0.08307 -1.20731 1.00326
H 0.98356 -0.92207 -1.05517
H -0.34065 0.00385 -1.72210
H 1.67777 1.56487 -1.33240
H 0.24822 1.93425 -0.40193
H 1.17825 1.43723 1.72402
H 2.54994 1.95383 0.79943
H 2.09348 -0.77658 1.67175
H 2.72894 -0.49666 0.16762
H 3.41471 0.13166 1.50932
```

***

Entry from the OMol25 dataset: a cluster of 2 separate species, C6H16N in total (wB97M-V/def2-TZVPD).

frontier orbital gap: 6.3 eV
HOMO level: -13.87 eV
energy above the lowest of the compared OMol25 structures with the same formula, charge and spin: 132.6 kcal/mol
total charge: +1

```
23
C6H16N, DFT wB97M-V/def2-TZVPD
C 2.77156 -0.02226 0.94166
C 1.84724 -0.24436 -0.31708
C 0.57052 -1.11608 0.03596
C -0.47653 -1.12208 -1.07449
C -1.17447 0.34766 -1.42557
C -1.67514 0.95879 -0.17706
N -0.56822 1.48598 0.65428
H 3.05159 -1.13974 1.06977
H 2.26516 0.46757 1.83539
H 3.78682 0.48503 0.78086
H 1.47169 0.75375 -0.66246
H 2.54818 -0.91998 -0.97950
H 0.02806 0.69709 0.94306
H 0.79199 -2.13044 0.36880
H -1.35953 -1.73819 -0.85336
H 0.00952 -1.52970 -1.93737
H -2.09704 0.19186 -2.00410
H -0.49236 0.87901 -2.04949
H -2.43464 1.73232 -0.41155
H -2.24295 0.15243 0.40664
H -5.43654 -1.54205 4.80606
H -6.16650 -1.47728 4.73782
H -0.92491 1.90643 1.46889
```

***

Entry from the OMol25 dataset: a cluster of 3 separate species, C6H16N in total (wB97M-V/def2-TZVPD).

frontier orbital gap: 8.4 eV
HOMO level: -13.83 eV
energy above the lowest of the compared OMol25 structures with the same formula, charge and spin: 111.8 kcal/mol
total charge: +1

```
23
C6H16N, DFT wB97M-V/def2-TZVPD
C 1.62773 -1.71215 1.78163
C 0.39699 -1.67256 0.83006
C 0.36899 -0.77779 -0.17026
C -1.55149 -0.36540 0.97492
C 1.32655 0.35129 -0.52032
C 0.84800 1.20228 -1.63346
N -2.47381 2.12459 -1.16244
H 1.55059 -1.78730 2.93433
H 2.21780 -0.79948 1.89023
H 2.27971 -2.52574 1.44695
H -0.22161 -2.55198 0.97261
H -0.37412 -0.94907 -1.02895
H -1.71041 -1.11190 1.72624
H -1.89733 -0.46315 -0.00041
H -1.19206 0.56053 1.41469
H 2.27804 0.01760 -0.85017
H 1.58208 0.69917 0.50304
H 1.55162 1.24320 -2.55072
H 1.17182 2.15406 -1.22605
H -0.20449 1.15595 -1.85297
H -3.50126 2.38071 -1.26643
H -2.30366 1.99998 -0.19322
H -2.01068 2.95128 -1.35749
```

***

Entry from the OMol25 dataset: a cluster of 2 separate species, C6H16N in total (wB97M-V/def2-TZVPD).

frontier orbital gap: 5.9 eV
HOMO level: -13.26 eV
energy above the lowest of the compared OMol25 structures with the same formula, charge and spin: 128.5 kcal/mol
total charge: +1

```
23
C6H16N, DFT wB97M-V/def2-TZVPD
C 3.07074 0.61038 0.37248
C 2.51021 -0.80714 0.33130
C 0.97960 -0.76207 0.28438
C 0.10146 -1.61364 1.25897
C -0.94172 -0.70245 1.90899
C -1.91386 -0.00121 0.85716
N -1.24148 1.15810 0.32349
H 4.21176 0.71848 0.47942
H 2.70128 1.05628 -0.56425
H 2.78535 1.08510 1.38182
H 2.92298 -1.33570 1.15369
H 2.89167 -1.35793 -0.57374
H -0.28540 1.03839 -0.03927
H 0.56615 -0.72253 -0.72942
H -0.51835 -2.52796 0.69594
H 0.80128 -1.86619 2.06389
H -1.69932 -1.16147 2.53826
H -0.50502 0.07120 2.53960
H -2.86450 0.20135 1.39082
H -2.28243 -0.68806 0.07669
H -4.90851 3.01472 -7.35539
H -4.56209 3.00805 -7.98822
H -1.81980 1.58430 -0.40659
```

***

Entry from the OMol25 dataset: an isolated molecule of C6H16N2 (wB97M-V/def2-TZVPD).

frontier orbital gap: 9.6 eV
HOMO level: -8.42 eV
energy above the lowest of the compared OMol25 structures with the same formula, charge and spin: 19.1 kcal/mol
structure (SMILES): CCCNC[C@@H](C)N

```
24
C6H16N2, DFT wB97M-V/def2-TZVPD
N 2.47356 -1.70356 1.40037
C 1.45768 -0.65155 1.44341
C 0.58966 -0.90520 2.65693
C 0.64423 -0.72478 0.14285
N 0.12997 0.56336 -0.31942
C -1.29224 0.78168 -0.34566
C -1.72322 1.59467 -1.55755
C -1.47471 0.90862 -2.90966
H 3.17616 -1.58209 0.69100
H 2.82930 -1.94973 2.31005
H 1.88871 0.34146 1.56267
H 0.22549 -1.92625 2.70165
H -0.31144 -0.28562 2.64849
H 1.09783 -0.61480 3.57121
H -0.18512 -1.41710 0.27514
H 1.24615 -1.20114 -0.64198
H 0.61846 0.86480 -1.14631
H -1.58016 1.38107 0.53825
H -1.91942 -0.11032 -0.27577
H -2.77467 1.88193 -1.47640
H -1.13780 2.51807 -1.55209
H -0.46985 0.46607 -2.86788
H -2.14646 0.09854 -3.18517
H -1.36210 1.67189 -3.66412
```

***

Entry from the OMol25 dataset: an isolated molecule of C6H16N2 (wB97M-V/def2-TZVPD).

frontier orbital gap: 9.6 eV
HOMO level: -8.56 eV
energy above the lowest of the compared OMol25 structures with the same formula, charge and spin: 77.8 kcal/mol
structure (SMILES): CCCCNCCN

```
24
C6H16N2, DFT wB97M-V/def2-TZVPD
C 1.17196 -1.25655 0.16249
N 0.46937 -0.87134 -1.09153
C -0.24144 0.38885 -1.00916
C -0.10808 1.24777 -2.20130
N -0.64323 0.74982 -3.63066
C 0.10101 -1.27107 1.42967
C -0.82196 0.86613 2.42969
C 0.15761 -0.25935 2.57257
H 1.50208 -2.28124 -0.17606
H 2.03039 -0.62594 0.32531
H 1.15390 -0.72026 -1.89464
H -0.01371 0.86871 -0.04466
H -1.31714 0.16674 -0.60422
H -0.69521 2.15483 -2.13890
H 1.04025 1.59213 -2.45464
H -1.06476 -0.22406 -3.60780
H 0.06286 0.73279 -4.33086
H -0.85950 -1.62544 0.99272
H 0.35756 -2.28380 1.83284
H -1.13508 1.07709 1.34735
H -1.80538 0.66586 2.66501
H -0.50764 1.73193 3.08724
H -0.02651 -0.91218 3.51405
H 1.19267 0.08858 2.82551
```

***

no.,M (g mol⁻¹)
1,248.09
2,594.21
3,330.80
4,102.20
5,102.20
6,102.20
7,102.20
8,116.21
9,116.21